{
  "formula": "C5H10Si",
  "method": "ωB97M-V/def2-TZVPD",
  "elements": ["C", "C", "Si", "H", "H", "H", "H", "H", "H", "C", "C", "C", "H", "H", "H", "H"],
  "coordinates": [[-1.189, -1.206, 1.341], [-0.963, 0.135, 0.683], [-1.683, 0.803, -0.801], [-0.709, -1.651, 0.535], [-0.694, -1.376, 2.311], [-2.204, -1.478, 1.487], [-1.141, 0.903, 1.604], [-2.011, 2.182, -0.466], [-1.001, 0.484, -2.084], [1.690, -0.503, -0.537], [2.060, -0.180, 0.648], [2.288, 0.985, -0.312], [0.921, -0.966, -0.933], [2.178, -0.712, 1.550], [3.182, 1.213, -0.905], [1.691, 1.845, 0.116]],
  "atomic_forces_ev_per_a": [[1.78, 0.84, 0.03], [-3.34, 3.00, 3.29], [1.46, -0.37, 1.44], [0.58, -3.25, -0.80], [0.23, 0.27, -0.55], [-0.92, -0.12, -0.29], [0.31, -0.88, -2.40], [0.08, 0.65, -0.66], [-0.55, 0.01, 0.00], [2.20, 4.64, 1.92], [2.19, -0.68, -1.28], [-1.30, -1.09, 1.20], [-3.11, -2.46, -2.52], [0.14, 0.28, 1.30], [-0.13, -0.15, 0.82], [0.37, -0.68, -1.50]],
  "spin_multiplicity": 1,
  "homo_lumo_gap_ev": [7.5, 7.5],
  "homo_energy_ev": [-7.98, -7.92],
  "smiles": "CC=[SiH2].C1=CC1",
  "de_lowest_kj_mol": 673.9,
  "total_charge": 0
}

***

{
  "formula": "C4H3IN2O",
  "method": "ωB97M-V/def2-TZVPD",
  "elements": ["C", "C", "C", "C", "N", "N", "O", "I", "H", "H", "H"],
  "coordinates": [[-0.882, 0.587, -1.475], [1.223, 1.803, 0.212], [-0.901, 0.552, -0.028], [0.392, 0.817, 0.624], [-0.628, 0.659, -2.601], [1.914, 2.598, -0.294], [1.618, -0.604, -0.165], [0.458, 0.362, 2.667], [-1.628, 1.313, 0.376], [-1.541, -0.446, 0.170], [2.521, -0.100, -0.156]],
  "atomic_forces_ev_per_a": [[1.32, 0.76, -1.58], [2.59, 3.95, -2.38], [-3.84, -1.37, 0.14], [1.41, -5.64, 0.44], [-0.69, -0.18, 1.01], [-1.12, -1.18, 1.17], [-0.11, 3.24, 1.40], [-0.06, 0.13, -0.11], [0.64, -0.38, -0.50], [2.23, 1.83, 0.41], [-2.36, -1.16, 0.00]],
  "spin_multiplicity": 1,
  "homo_lumo_gap_ev": 8.9,
  "homo_energy_ev": -10.50,
  "de_lowest_kj_mol": 237.7,
  "total_charge": 0
}

***

{
  "formula": "C4H8O2",
  "method": "ωB97M-V/def2-TZVPD",
  "elements": ["C", "C", "O", "C", "C", "O", "H", "H", "H", "H", "H", "H", "H", "H"],
  "coordinates": [[-1.372, 1.087, -1.825], [-0.301, 1.044, -0.794], [-0.205, 2.109, -0.057], [1.315, -1.997, 2.184], [1.121, -1.180, 1.150], [0.622, -1.547, -0.048], [-1.951, 2.024, -1.892], [-2.046, 0.244, -1.625], [-0.906, 0.861, -2.792], [-0.850, 2.816, -0.285], [1.728, -1.594, 3.102], [1.058, -3.050, 2.135], [1.381, -0.123, 1.244], [0.407, -0.693, -0.498]],
  "atomic_forces_ev_per_a": [[0.01, 0.04, 0.00], [-0.14, 0.11, -0.10], [-0.09, -0.04, -0.18], [-0.05, 0.05, -0.11], [0.18, -0.03, 0.48], [0.02, 0.12, 0.07], [0.08, -0.06, 0.05], [0.09, 0.13, -0.02], [-0.08, 0.05, 0.10], [0.03, -0.11, -0.03], [-0.05, -0.11, -0.18], [0.05, 0.09, 0.00], [-0.08, -0.12, -0.09], [0.03, -0.10, -0.01]],
  "spin_multiplicity": 1,
  "homo_lumo_gap_ev": 8.6,
  "homo_energy_ev": -8.16,
  "de_lowest_kj_mol": 380.5,
  "total_charge": 0
}

***

{
  "formula": "C13H15BaPSe2",
  "method": "ωB97M-V/def2-TZVPD",
  "elements": ["Ba", "C", "H", "H", "H", "H", "H", "Se", "P", "Se", "C", "C", "C", "C", "C", "C", "C", "C", "C", "C", "C", "C", "H", "H", "H", "H", "H", "H", "H", "H", "H", "H"],
  "coordinates": [[1.223, -2.033, 1.384], [-0.437, 0.207, -2.726], [0.745, 0.299, -2.629], [-0.904, -0.460, -3.458], [-0.038, 1.027, -3.390], [-1.125, 0.791, -2.059], [0.056, -0.561, -1.966], [2.937, -1.113, 3.627], [0.976, -0.192, 4.022], [-0.102, 0.580, 2.252], [-0.053, -1.414, 4.957], [-0.595, -2.508, 4.264], [-1.154, -3.583, 4.959], [-1.290, -3.528, 6.348], [-0.776, -2.431, 7.051], [-0.107, -1.405, 6.362], [1.145, 1.147, 5.240], [-0.029, 1.738, 5.735], [0.048, 2.839, 6.595], [1.300, 3.352, 6.945], [2.474, 2.799, 6.418], [2.389, 1.707, 5.547], [-0.706, -2.488, 3.164], [-1.533, -4.455, 4.417], [-1.782, -4.334, 6.902], [-0.907, -2.354, 8.134], [0.316, -0.588, 6.946], [-1.006, 1.372, 5.420], [-0.873, 3.313, 6.959], [1.356, 4.226, 7.595], [3.440, 3.249, 6.657], [3.276, 1.281, 5.079]],
  "atomic_forces_ev_per_a": [[-0.19, -0.71, -2.23], [0.36, 1.92, -0.74], [-2.23, -0.55, 0.12], [0.48, 0.04, 0.47], [-0.27, 1.24, -1.16], [1.09, -0.86, -0.50], [0.75, -1.99, 2.17], [-0.05, 0.50, 0.84], [-0.41, 0.51, 0.62], [0.21, -0.33, 0.87], [0.41, -0.34, 0.05], [-0.44, 0.04, 0.12], [-0.25, 0.04, 0.02], [0.36, 0.25, 0.22], [0.01, 0.10, -0.54], [-0.42, -0.35, 0.02], [0.05, 0.76, -0.11], [0.15, 0.36, 0.19], [0.09, -0.30, -0.27], [0.13, -0.02, -0.17], [-0.44, 0.04, -0.06], [-0.11, -0.07, 0.14], [0.09, -0.04, 0.80], [0.07, 0.40, 0.12], [0.18, 0.26, -0.32], [0.14, -0.10, -0.36], [-0.03, -0.19, -0.30], [0.23, -0.01, 0.09], [0.44, -0.24, -0.11], [0.03, -0.24, -0.11], [-0.31, -0.23, -0.09], [-0.13, 0.11, 0.23]],
  "spin_multiplicity": 1,
  "homo_lumo_gap_ev": [3.6, 3.6],
  "homo_energy_ev": [-3.64, -3.64],
  "total_charge": 0
}

***

{
  "formula": "C15H13ClFN3O4S",
  "method": "ωB97M-V/def2-TZVPD",
  "elements": ["C", "C", "C", "O", "C", "O", "C", "C", "C", "N", "C", "O", "N", "C", "N", "C", "O", "C", "C", "S", "C", "F", "C", "C", "Cl", "H", "H", "H", "H", "H", "H", "H", "H", "H", "H", "H", "H", "H"],
  "coordinates": [[4.765, 2.145, -1.421], [4.868, 1.045, -0.335], [5.111, -0.362, -0.906], [3.617, 0.949, 0.385], [3.403, 1.903, 1.328], [4.249, 2.572, 1.905], [2.010, 2.015, 1.784], [1.101, 1.008, 1.428], [-0.226, 0.989, 1.822], [-1.089, -0.048, 1.450], [-1.125, -1.285, 2.041], [-0.250, -1.599, 2.861], [-2.108, -2.233, 1.840], [-3.000, -1.942, 0.950], [-2.949, -0.881, 0.108], [-2.012, 0.096, 0.399], [-2.039, 1.096, -0.308], [-3.892, -0.874, -1.009], [-4.999, -1.868, -0.694], [-4.304, -3.006, 0.618], [-0.703, 1.995, 2.679], [-2.016, 1.986, 3.096], [0.143, 3.077, 2.998], [1.494, 3.102, 2.557], [2.396, 4.548, 3.077], [4.711, 3.106, -0.939], [5.635, 2.109, -2.119], [3.835, 2.053, -1.992], [5.735, 1.285, 0.327], [6.031, -0.414, -1.446], [5.204, -1.095, -0.086], [4.294, -0.673, -1.546], [1.332, 0.165, 0.791], [-3.390, -1.214, -1.925], [-4.317, 0.107, -1.200], [-5.293, -2.398, -1.610], [-5.840, -1.280, -0.297], [-0.270, 3.929, 3.501]],
  "atomic_forces_ev_per_a": [[0.11, -0.77, 0.03], [1.12, -0.40, -0.80], [-0.48, 0.10, 1.08], [0.13, 1.27, 0.49], [1.36, 0.66, 1.58], [-0.38, -1.01, -1.63], [-1.60, 0.17, 0.04], [-0.70, 0.01, -0.07], [0.10, 1.21, 1.32], [-2.98, -1.55, -2.21], [3.21, -2.55, 4.12], [-0.83, 1.13, -1.32], [-1.37, 1.03, -1.07], [0.74, -1.00, 0.21], [0.40, -0.24, 1.26], [0.00, 3.40, -2.11], [0.43, -0.55, 0.74], [0.53, -0.09, -0.79], [-0.07, 0.20, 0.78], [-1.05, -0.01, -0.87], [0.24, 0.71, -0.38], [1.78, 0.02, -0.52], [0.24, -0.99, -0.85], [-0.68, -0.31, 0.41], [-0.53, -1.21, -0.60], [0.23, 0.51, 0.17], [-0.63, 0.04, 0.61], [0.17, -0.29, -0.05], [-0.99, -0.04, -0.09], [0.58, 0.19, -0.50], [-0.19, 0.34, -0.23], [-0.17, -0.02, -0.19], [0.70, 0.18, 0.02], [0.22, 0.31, 0.27], [0.30, 0.15, 0.19], [0.05, -0.03, 0.56], [0.04, -0.71, 0.03], [-0.03, 0.18, 0.37]],
  "spin_multiplicity": 1,
  "homo_lumo_gap_ev": 9.7,
  "homo_energy_ev": -9.66,
  "smiles": "CC(C)OC(=O)c1cc(-n2c(=O)nc3n(c2=O)CCS3)c(F)cc1Cl",
  "de_lowest_kj_mol": 26.0,
  "total_charge": 0
}

***

{
  "formula": "H21O10",
  "method": "ωB97M-V/def2-TZVPD",
  "elements": ["O", "H", "H", "H", "O", "H", "H", "O", "H", "H", "O", "H", "H", "O", "H", "H", "O", "H", "H", "O", "H", "H", "O", "H", "H", "O", "H", "H", "O", "H", "H"],
  "coordinates": [[25.277, 39.773, 11.427], [24.332, 39.940, 11.625], [25.870, 40.711, 11.610], [25.564, 39.570, 10.397], [28.318, 39.277, 11.194], [28.644, 39.811, 10.581], [28.893, 38.503, 11.140], [26.402, 42.073, 12.494], [26.400, 42.849, 13.069], [27.257, 41.758, 12.454], [27.631, 38.917, 13.839], [27.507, 39.792, 14.435], [28.042, 39.125, 12.869], [22.456, 39.509, 10.137], [21.835, 39.165, 10.626], [21.984, 40.059, 9.549], [23.486, 39.100, 13.761], [23.705, 39.168, 14.642], [22.516, 39.172, 13.629], [25.449, 38.711, 8.959], [26.126, 38.038, 8.966], [25.063, 38.848, 8.078], [25.575, 41.964, 9.461], [25.982, 41.559, 8.651], [25.907, 42.951, 9.802], [22.526, 41.705, 12.215], [21.784, 41.347, 11.765], [22.963, 42.275, 11.608], [28.248, 41.458, 9.380], [28.799, 41.934, 8.651], [27.359, 41.826, 9.578]],
  "atomic_forces_ev_per_a": [[3.83, 2.67, -1.72], [-0.15, 0.02, -0.33], [-2.68, -2.71, 0.20], [-1.92, -0.08, 2.01], [-1.89, -4.20, 3.77], [2.15, 4.36, -4.42], [-0.17, -0.17, 0.20], [-2.67, 0.86, -0.31], [-0.15, -0.22, -0.06], [3.25, -0.85, 0.16], [0.64, 3.09, -0.68], [0.74, -3.00, -2.60], [-1.54, 0.09, 3.63], [5.70, 2.20, -3.11], [-5.13, -3.39, 4.35], [-0.56, 1.06, -1.32], [-1.45, -0.24, -3.91], [0.38, 0.24, 3.07], [1.11, 0.02, 0.72], [-0.28, 0.90, 0.37], [0.18, -0.38, -0.50], [0.39, -0.37, 0.46], [0.88, 2.61, 1.27], [-0.37, 1.48, 0.78], [-1.12, -3.90, -2.21], [0.68, -0.30, 1.53], [-0.93, -0.33, -0.68], [0.39, 0.76, -0.84], [1.53, 0.60, -1.37], [-2.03, -0.93, 2.11], [1.19, 0.10, -0.56]],
  "spin_multiplicity": 1,
  "homo_lumo_gap_ev": 9.9,
  "homo_energy_ev": -13.04,
  "de_lowest_kj_mol": 355.3,
  "total_charge": 1
}

***

{
  "formula": "C7H10N2O2S",
  "method": "ωB97M-V/def2-TZVPD",
  "elements": ["C", "C", "C", "C", "S", "C", "C", "N", "O", "C", "N", "O", "H", "H", "H", "H", "H", "H", "H", "H", "H", "H"],
  "coordinates": [[2.463, -1.474, 0.382], [1.839, -0.180, 0.833], [2.587, 0.850, 1.521], [1.784, 1.872, 1.938], [0.123, 1.501, 1.731], [0.446, 0.074, 0.897], [-0.684, -0.744, 0.300], [-0.992, -0.327, -1.073], [0.063, -0.568, -1.937], [-2.221, -0.622, -1.604], [-2.219, -0.294, -2.963], [-3.110, -1.086, -0.850], [2.361, -2.235, 1.240], [1.769, -1.979, -0.389], [3.516, -1.446, 0.106], [3.652, 0.961, 1.626], [2.149, 2.799, 2.347], [-0.516, -1.878, 0.423], [-1.602, -0.534, 0.874], [0.612, 0.270, -2.067], [-1.372, -0.346, -3.500], [-2.979, -0.720, -3.415]],
  "atomic_forces_ev_per_a": [[-2.22, -2.13, 0.38], [-0.67, 0.26, 1.02], [-1.12, 0.30, -0.88], [-0.02, -0.46, 0.22], [0.11, 1.10, 0.01], [1.97, -1.33, -0.86], [-0.26, -0.78, 0.83], [1.02, 0.14, 1.57], [1.69, 1.13, -0.88], [-0.34, -0.92, 0.83], [-1.13, -0.37, 1.25], [1.28, 1.43, -2.63], [0.43, 1.12, -0.92], [1.52, 0.94, 0.67], [-0.26, 0.20, -0.25], [0.24, -0.44, -0.19], [-0.32, 0.05, 0.27], [-0.06, 1.62, -0.51], [0.33, -0.16, -0.29], [-1.29, -1.31, 0.65], [0.27, -0.03, 0.47], [-1.17, -0.37, -0.77]],
  "spin_multiplicity": 1,
  "homo_lumo_gap_ev": 9.2,
  "homo_energy_ev": -8.66,
  "smiles": "Cc1ccsc1CN(O)C(N)=O",
  "de_lowest_kj_mol": 202.2,
  "total_charge": 0
}